# 1
{"formula": "C6H6N2O2", "method": "ωB97M-V/def2-TZVPD", "species": ["C", "C", "C", "C", "C", "C", "H", "H", "H", "H", "H", "H", "N", "N", "O", "O"], "positions_angstrom": [[0.31510, 0.55281, 0.81005], [0.52962, 1.49385, 1.74870], [-0.48394, 2.50037, 1.84677], [-1.62840, 1.84931, -0.24848], [1.85239, -5.37065, -2.61966], [1.72068, -4.25516, -2.12018], [-0.72061, 0.17198, -1.03483], [1.37456, 1.30238, 2.40979], [-0.49811, 3.36704, 2.43742], [-2.15949, 3.30934, 1.02086], [1.74045, -6.43814, -2.87836], [1.77871, -3.29426, -1.75343], [-0.88994, 0.63425, 0.04196], [-1.46032, 2.62573, 0.88222], [0.97018, -0.44594, 0.51472], [-2.44088, 1.99708, -1.05754]], "forces_ev_per_a": [[-1.0541, -4.5486, -4.3976], [-1.9518, 4.5626, 3.3668], [2.3586, -2.5036, -2.2725], [2.9351, -3.4825, 5.2408], [-1.0046, 1.3009, 1.3199], [0.7222, -4.1295, -1.9828], [-0.5627, 0.9714, 4.3297], [-0.4090, 0.6967, 0.0337], [0.3499, 0.5531, 1.4436], [-0.5430, 0.9358, 0.0708], [0.3530, 1.3907, 0.1029], [-0.0771, 1.4607, 0.5884], [-0.0297, 0.4832, -6.2675], [0.5169, 0.5891, 0.7535], [0.6148, 0.8372, 0.9243], [-2.2185, 0.8829, -3.2539]], "total_charge": 0, "homo_ev": -9.6, "e_above_lowest_kcal_mol": 76.81, "smiles": "O=c1cc[nH]c(=O)[nH]1.C#C"}



# 2
{"formula": "C4H12N2", "method": "ωB97M-V/def2-TZVPD", "species": ["C", "C", "C", "C", "N", "N", "H", "H", "H", "H", "H", "H", "H", "H", "H", "H", "H", "H"], "positions_angstrom": [[0.02972, -0.12248, 0.88640], [-1.21581, 0.17962, 0.23534], [-0.68970, -0.56302, -1.06930], [0.59123, -0.43366, -1.43482], [1.24569, -1.46507, -2.30485], [-0.09522, 2.11219, 3.19271], [0.16147, -1.13984, 1.24182], [0.81635, 0.62470, 0.92407], [-2.16369, -0.27961, 0.50752], [-1.42724, 1.20504, -0.07003], [-1.49924, -1.07678, -1.58202], [1.21979, 0.42671, -1.25081], [0.78780, -1.55604, -3.22321], [2.20794, -1.17772, -2.51933], [1.24453, -2.39121, -1.87199], [-0.34058, 2.89218, 3.79253], [-0.78972, 2.20480, 2.45573], [-0.23240, 1.23172, 3.67669]], "forces_ev_per_a": [[-0.6243, -0.3487, -0.3634], [-0.2880, 1.0275, -2.0340], [-0.4684, 1.0161, 0.9025], [0.0713, -0.6772, -0.3147], [-0.3606, 0.9745, -0.7192], [-0.1824, -0.1722, -0.9775], [0.2602, 0.1703, 0.4646], [0.1645, -0.0845, 0.3104], [0.2842, -0.4557, 0.3581], [0.2916, 0.2472, 0.5719], [0.5043, -1.1165, 0.2843], [0.2146, -0.2042, 0.4567], [-0.1319, -0.0490, -0.0144], [0.1081, -0.2219, 0.1193], [0.1338, -0.0786, 0.0988], [0.4431, -0.1203, 0.4134], [-0.1472, -0.2270, 0.1334], [-0.2728, 0.3201, 0.3098]], "total_charge": 2, "homo_ev": -16.5, "e_above_lowest_kcal_mol": 106.02}



# 3
{"formula": "CH5NO3Si", "method": "ωB97M-V/def2-TZVPD", "species": ["C", "N", "O", "O", "O", "Si", "H", "H", "H", "H", "H"], "positions_angstrom": [[3.41496, 1.13133, 0.63483], [2.93678, -0.14389, 0.52824], [3.41247, 2.13995, 1.22526], [3.94009, 0.49288, -0.38977], [0.19835, 0.10765, -0.63815], [-1.12656, -0.32579, 0.23494], [2.03183, -0.26017, 0.05233], [0.31416, 1.02424, -0.87349], [-2.31513, 0.26163, -0.37775], [-1.06469, -1.77297, 0.12462], [-0.97569, 0.16232, 1.60396]], "forces_ev_per_a": [[-0.5180, -0.7378, -0.1728], [-0.7760, -1.2929, 1.2198], [0.1583, 0.9194, 0.3110], [0.9838, 0.6261, -1.1641], [0.6838, 0.0103, -0.3243], [-0.0108, 0.0105, -0.0177], [0.2000, 0.4525, -0.1879], [-0.0174, 0.3883, -0.1353], [-0.3460, 0.0225, -0.0463], [-0.2497, -0.3839, 0.1775], [-0.1081, -0.0150, 0.3400]], "total_charge": 0, "homo_ev": -10.7, "e_above_lowest_kcal_mol": 0.00, "smiles": "O=C1NO1.O[SiH3]"}



# 4
{"formula": "C45H32N12O3SSn", "method": "ωB97M-V/def2-TZVPD", "species": ["Sn", "C", "C", "C", "C", "C", "N", "C", "N", "C", "C", "C", "C", "C", "C", "C", "C", "N", "C", "N", "C", "N", "C", "N", "C", "N", "C", "C", "C", "C", "C", "C", "C", "C", "C", "C", "C", "C", "N", "C", "C", "H", "H", "H", "H", "H", "H", "H", "H", "H", "H", "H", "H", "H", "H", "H", "H", "N", "C", "S", "N", "N", "C", "C", "C", "C", "C", "C", "C", "O", "H", "H", "H", "H", "H", "H", "H", "O", "C", "O", "C", "N", "C", "C", "C", "H", "H", "H", "H", "H", "H", "H", "H", "H"], "positions_angstrom": [[0.07381, -0.48982, 0.16560], [6.42418, -1.52962, -1.38389], [6.31111, -0.32405, -2.07405], [5.07519, 0.22215, -2.37899], [3.94109, -0.45729, -1.96905], [2.50962, -0.19906, -2.06932], [1.83177, -1.19342, -1.46674], [2.69819, -2.12638, -1.04012], [2.41483, -3.35947, -0.66970], [1.17202, -3.76983, -0.49842], [0.81205, -5.18028, -0.55945], [1.52640, -6.33451, -0.83432], [0.82819, -7.52705, -0.92227], [-0.54849, -7.57137, -0.71217], [-1.27019, -6.42309, -0.43534], [-0.58548, -5.22223, -0.37253], [-1.00971, -3.83504, -0.22023], [-2.25888, -3.48336, -0.01107], [-2.67689, -2.25395, -0.25629], [-2.09549, -1.41301, -1.12647], [-2.88774, -0.34740, -1.31892], [-2.67941, 0.65760, -2.15193], [-1.47478, 0.93652, -2.61321], [-0.30379, 0.40034, -2.22492], [0.70815, 1.02469, -2.84724], [2.00631, 0.79989, -2.76060], [0.17495, 2.05905, -3.72448], [0.76450, 2.99921, -4.55256], [-0.05933, 3.86063, -5.25816], [-1.44411, 3.78883, -5.13301], [-2.04157, 2.86942, -4.28618], [-1.22693, 1.99922, -3.58139], [-4.06407, -0.45624, -0.46821], [-5.09246, 0.42386, -0.18156], [-5.95806, 0.09811, 0.84958], [-5.80012, -1.08479, 1.57039], [-4.79026, -1.98513, 1.26594], [-3.92037, -1.67166, 0.23613], [0.06901, -3.03021, -0.29560], [4.05959, -1.68153, -1.28303], [5.29547, -2.22139, -0.97882], [7.40833, -1.92984, -1.16331], [7.21375, 0.19590, -2.37354], [4.98995, 1.15439, -2.91824], [2.59681, -6.29284, -0.97934], [1.35818, -8.44235, -1.15979], [-1.06041, -8.52398, -0.77822], [-2.33968, -6.44758, -0.28140], [1.83887, 3.06164, -4.63402], [0.37282, 4.60941, -5.91261], [-2.06207, 4.47489, -5.70182], [-3.11534, 2.83798, -4.16492], [-5.18796, 1.35233, -0.73150], [-6.76228, 0.78035, 1.10911], [-6.47156, -1.27885, 2.40110], [-4.65256, -2.88262, 1.84827], [5.35935, -3.15120, -0.43017], [-0.55357, -2.23964, 4.95960], [-0.29468, -1.59982, 3.74292], [-1.53457, -1.72318, 2.57767], [0.83689, -0.97834, 3.73346], [1.26038, -0.27493, 2.64607], [2.31546, 0.41550, 2.92336], [3.12201, 1.22570, 2.06724], [4.35450, 1.64638, 2.57622], [5.26537, 2.35579, 1.82796], [4.94059, 2.67836, 0.51075], [3.71866, 2.33343, -0.00538], [2.74853, 1.60806, 0.73951], [1.61470, 1.35781, 0.22532], [-1.15585, -3.04101, 4.85218], [0.29635, -2.42780, 5.47563], [2.67169, 0.35372, 3.96541], [4.60610, 1.36369, 3.59296], [6.22477, 2.64097, 2.24288], [5.66098, 3.20988, -0.10378], [3.45823, 2.57108, -1.02706], [-1.82611, 1.32197, 2.25650], [-2.11958, 2.00716, 1.17765], [-1.64332, 1.79141, 0.10092], [-3.09182, 3.18612, 1.39368], [-3.64500, 3.14669, 2.74858], [-3.37336, 4.41734, 3.40214], [-2.04554, 4.83914, 2.77817], [-2.27327, 4.48804, 1.30858], [-3.84863, 3.13954, 0.60485], [-2.36238, 1.62852, 3.01425], [-4.61918, 2.87442, 2.77393], [-3.31470, 4.27635, 4.48429], [-4.13776, 5.18562, 3.19269], [-1.23592, 4.23391, 3.18499], [-1.81424, 5.89378, 2.92993], [-1.35346, 4.33044, 0.74972], [-2.84673, 5.27792, 0.81917]], "forces_ev_per_a": [[0.1150, 0.1995, -0.0610], [0.0973, -0.1277, 0.0855], [0.1304, 0.1370, -0.1533], [-0.0658, 0.0370, -0.0818], [0.4381, -0.5355, 0.2983], [0.0021, 0.1214, -0.3708], [-0.5575, -0.0351, 0.4296], [-0.0210, -0.2053, -0.1859], [0.4684, -0.1220, 0.2704], [-0.4397, -0.0927, 0.0278], [-0.6623, -0.2394, 0.0907], [0.0780, 0.1030, 0.0253], [0.1887, -0.1255, 0.0277], [-0.1677, -0.1924, -0.0142], [-0.1015, 0.1033, 0.0270], [0.5710, -0.2111, -0.0639], [0.0150, -0.1353, 0.0325], [-0.3291, -0.3520, 0.2410], [-0.0788, -0.0972, -0.3249], [0.4503, 0.0152, -0.1999], [0.0401, -0.1932, -0.2606], [-0.3830, 0.1852, -0.0452], [-0.0154, 0.0349, -0.1564], [0.2480, -0.2689, 0.3654], [-0.3429, 0.1475, -0.2611], [0.5903, 0.1634, 0.0456], [-0.5794, 0.1456, -0.0451], [0.0597, -0.0126, -0.0252], [0.1766, 0.0717, -0.0913], [-0.2518, 0.1270, -0.0459], [-0.1211, -0.0472, 0.0477], [0.5468, 0.1715, -0.1849], [-0.1964, -0.3402, 0.3706], [0.0792, 0.1035, -0.0887], [-0.1656, 0.1308, 0.0159], [-0.1810, -0.0261, 0.1276], [0.0022, -0.1098, 0.0174], [-0.3780, 0.6452, -0.1246], [0.3099, 0.4309, -0.0920], [0.2571, 0.6264, -0.3021], [-0.0261, -0.1408, 0.0055], [-0.0242, 0.0489, 0.0203], [0.0032, 0.0246, -0.0055], [-0.0094, 0.1046, 0.0021], [0.0639, 0.0199, -0.0624], [0.0099, -0.0184, 0.0375], [-0.0270, -0.0260, 0.0028], [-0.0855, -0.0077, -0.0136], [0.1400, -0.0459, -0.0003], [0.0282, -0.0166, -0.0048], [-0.0137, 0.0142, 0.0209], [-0.0838, -0.0573, -0.0027], [0.0220, 0.0138, -0.0256], [0.0075, -0.0382, 0.0148], [0.0446, -0.0814, -0.0523], [0.0696, -0.1020, 0.0613], [0.0272, -0.0644, -0.0103], [-0.0062, -0.1937, 0.4068], [-0.0774, 0.2483, -0.2505], [-0.2741, -0.3218, -0.1592], [0.5071, -0.2723, 1.0899], [0.3686, 0.3733, -0.3899], [-0.6771, -0.5990, 0.7010], [0.2937, 0.3732, -0.6135], [-0.0236, -0.1364, 0.0615], [0.3648, 0.1282, 0.1047], [0.0034, 0.1062, -0.0023], [0.0922, 0.0545, -0.1880], [0.3321, 0.1717, 0.2340], [-0.6828, -0.3320, -0.2104], [0.0107, 0.0539, -0.0515], [-0.0227, 0.0208, -0.0543], [-0.1053, -0.0779, -0.2097], [-0.0092, -0.0189, 0.0728], [0.0032, -0.0127, 0.0399], [-0.0258, 0.0086, -0.0371], [-0.0823, 0.0517, -0.1054], [0.4256, -0.2567, 0.2406], [-0.8223, 0.7077, 0.4563], [0.3285, 0.0518, -0.2857], [0.3394, -0.3571, -0.3171], [-0.3159, 0.0211, -0.0175], [0.0928, 0.3282, 0.3201], [-0.1704, 0.0393, -0.0337], [0.0138, 0.0203, 0.0750], [0.0875, -0.0968, 0.1024], [-0.1136, 0.0957, -0.3273], [0.1077, -0.0137, -0.0490], [-0.0072, 0.0867, -0.0190], [0.0471, -0.1009, 0.0267], [0.0635, 0.0026, 0.0561], [0.0045, -0.0380, 0.0584], [-0.0109, 0.0587, -0.0604], [-0.0321, -0.0322, -0.0196]], "total_charge": -2, "homo_ev": [-1.0, -0.9], "e_above_lowest_kcal_mol": 32.45}